Run w
DFT (wB97M-V/def2-TZVPD) results for one molecule with the formula C7H8.

Calculated values
Lowest unoccupied orbital energy in eV: 0.82
HOMO level in eV: -9.8
Frontier orbital gap in eV: 10.5937

Element x y z (Å)
C 0.4110 0.1496 1.5059
C 0.0566 -0.7291 0.3109
C -1.0579 -0.1430 -0.5785
C -0.8251 1.2332 -1.0253
C -0.6647 2.3744 -1.3723
C 1.5288 -0.5466 -0.7575
C 1.3304 -1.7338 -0.3782
H 0.7719 1.1200 1.1573
H -0.4688 0.3099 2.1425
H 1.1957 -0.3176 2.1061
H -0.3678 -1.6693 0.6956
H -1.2095 -0.7925 -1.4469
H -1.9909 -0.1656 0.0020
H -0.5046 3.3803 -1.6926
H 1.3846 -2.7859 -0.1634

Run x
DFT (wB97M-V/def2-TZVPD) results for one molecule with the formula C7H8.

Calculated values
Lowest unoccupied orbital energy in eV: 1.00
HOMO level in eV: -9.3
Frontier orbital gap in eV: 10.2969

Element x y z (Å)
C 1.3889 0.0551 -0.0511
C -1.3259 0.1507 -0.0466
C 2.2108 1.0574 -0.4046
C -2.0813 1.0309 0.5554
C 0.9684 -0.9258 0.9607
C -1.1012 -0.9793 -0.9740
C -0.0107 -0.4395 -0.1271
H 1.9283 1.7940 -1.1355
H 3.1649 1.3369 0.0937
H -1.7584 1.6081 1.3581
H -3.2191 1.0628 0.3414
H 1.3232 -1.9534 0.9085
H 0.6903 -0.6815 1.9344
H -1.6345 -1.8241 -0.6042
H -1.0935 -1.0380 -1.9987

Stability ranking, top and bottom: run x is the most stable and run w is the least stable.

Run w
DFT (wB97M-V/def2-TZVPD) results for a 3-piece molecular cluster, C2H11N2O2 overall.

Calculated values
Lowest unoccupied orbital energy in eV: -3.68
Total charge: +1
HOMO level in eV: -14.8
Frontier orbital gap in eV: 11.0944

Element x y z (Å)
C -2.3082 -1.7881 -0.1425
N -1.3633 -0.6989 -0.4566
C -0.4529 -0.7524 -1.4182
N 0.8067 -0.5104 -1.1642
H -2.9065 -2.1392 -0.9718
H -1.8375 -2.6092 0.3965
H -2.9670 -1.3102 0.5849
H -1.0042 -0.2626 0.3902
H -0.6845 -0.8456 -2.4753
H 1.1960 -0.5681 -0.2246
H 1.4904 -0.3504 -1.8871
H 1.8878 3.6565 1.0037
H 2.7819 2.4769 0.6148
O 2.0003 2.7066 1.1300
H 0.3101 0.4463 2.3273
H 1.0058 1.2105 1.2892
O 0.6675 0.2992 1.4503

Run x
DFT (wB97M-V/def2-TZVPD) results for a 3-piece molecular cluster, C2H11N2O2 overall.

Calculated values
Lowest unoccupied orbital energy in eV: -3.36
Total charge: +1
HOMO level in eV: -14.0
Frontier orbital gap in eV: 10.6692

Element x y z (Å)
C 0.9185 0.2817 1.9318
N 0.0081 -0.6746 -1.4231
C 0.7378 -0.6856 -0.3224
N 0.4669 0.3222 0.5116
H 1.8710 -0.3764 1.9901
H 0.1877 -0.0961 2.5944
H 1.3225 1.2706 2.3794
H -0.6613 -0.0086 -1.6170
H 0.3484 -1.1605 -2.2342
H 1.3917 -1.5372 -0.0724
H 0.1201 1.2425 0.2312
H 3.4036 -0.4064 -2.2170
H 3.2203 0.3738 -1.0123
O 2.7655 -0.3965 -1.4861
H -4.6258 1.1661 1.6827
H -5.2258 1.2560 0.2411
O -4.5924 0.7924 0.8309

Run y
DFT (wB97M-V/def2-TZVPD) results for a 3-piece molecular cluster, C2H11N2O2 overall.

Calculated values
Lowest unoccupied orbital energy in eV: -3.26
Total charge: +1
HOMO level in eV: -12.2
Frontier orbital gap in eV: 8.9093

Element x y z (Å)
C 0.4727 0.4466 0.0175
C 0.8929 -0.9076 -0.1259
N 1.6503 -1.3957 1.0539
N -0.1995 1.0349 -1.0106
H 0.5637 1.0816 0.8851
H 0.6539 -1.6965 -0.8163
H 2.4621 -2.0593 0.8304
H 2.1537 -0.5811 1.5341
H 0.9116 -1.9113 1.7029
H -0.4115 0.6913 -1.9104
H -0.4010 1.9884 -1.0359
H -2.4698 4.3902 -1.2246
H -2.6466 4.3698 -2.7527
O -2.0531 4.1829 -2.0864
H -0.7504 -3.5962 0.8302
H -0.4207 -3.1877 2.5042
O -0.4084 -2.8501 1.6047

Run z
DFT (wB97M-V/def2-TZVPD) results for a 3-piece molecular cluster, C2H11N2O2 overall.

Calculated values
Lowest unoccupied orbital energy in eV: -2.84
Total charge: +1
HOMO level in eV: -14.6
Frontier orbital gap in eV: 11.7983

Element x y z (Å)
C -1.0694 0.3402 -2.0139
N 0.8209 1.7706 0.7570
C 0.1021 1.5985 -0.3259
N -0.3400 0.4489 -0.7474
H -1.1682 1.3252 -2.4483
H -2.0565 -0.0929 -1.8585
H -0.5197 -0.2910 -2.7067
H 1.0098 0.9786 1.3665
H 1.0195 2.7033 1.0871
H -0.2285 2.4645 -0.8757
H -0.1390 -0.4482 -0.2981
H -0.7405 -2.7040 0.0259
H 0.7239 -2.9710 -0.1562
O 0.1165 -2.2576 0.1078
H 0.9327 -1.5920 2.2788
H 0.4695 -0.6079 3.2848
O 1.0670 -0.6652 2.5228

Stability ranking, top and bottom: run z is the most stable and run y is the least stable.

Run w
DFT (wB97M-V/def2-TZVPD) results for a 2-piece molecular cluster, C2H7NS2 overall.

Calculated values
Lowest unoccupied orbital energy in eV: 0.11
HOMO level in eV: -8.5
Frontier orbital gap in eV: 8.6555

Element x y z (Å)
C -1.7248 -0.1092 0.5042
C -0.8972 0.5183 -0.5044
N 1.3171 -0.9931 -0.3536
S -0.4528 2.0162 -0.3007
S 2.6368 -0.2304 -0.3684
H -2.1442 0.5952 1.3207
H -1.4188 -1.0368 1.0036
H -2.6939 -0.4259 0.1061
H -0.8910 0.0706 -1.5638
H 0.7575 -0.7736 -1.1611
H 3.0064 -0.7895 0.8991
H 2.5049 1.1581 0.4183

Run x
DFT (wB97M-V/def2-TZVPD) results for a 2-piece molecular cluster, C2H7NS2 overall.

Calculated values
Lowest unoccupied orbital energy in eV: 0.47
HOMO level in eV: -8.7
Frontier orbital gap in eV: 9.2151

Element x y z (Å)
C 0.3718 -1.4769 1.7529
N 0.8089 -1.9747 0.6798
H -0.2746 -2.0725 2.3945
H 0.5294 -0.4482 2.1085
H 1.6259 -1.5012 0.3001
C -0.1352 0.3672 -1.4694
S -1.4540 0.5991 -0.2487
S -0.9114 2.5004 0.4371
H 0.7541 0.9257 -1.1952
H -0.5192 0.6917 -2.4358
H 0.1208 -0.6810 -1.5482
H -0.9165 3.0703 -0.7756

Stability ranking, top and bottom: run x is the most stable and run w is the least stable.

Run w
DFT (wB97M-V/def2-TZVPD) results for C3H5N3 as an isolated structure.

Calculated values
Lowest unoccupied orbital energy in eV: 0.81
HOMO level in eV: -8.1
Frontier orbital gap in eV: 8.9239

Element x y z (Å)
C -0.9247 -1.0456 0.3531
C -0.1744 0.0227 0.0314
C -0.2599 1.4318 0.0841
N 0.7824 2.0914 -0.4363
N 0.1494 -1.8593 0.2354
N 0.9056 -0.7920 -0.3663
H -1.8717 -1.1206 0.7935
H -1.1182 1.9402 0.2560
H 0.4527 2.9786 -0.5999
H 0.1869 -2.8325 -0.2707
H 1.8719 -0.8147 -0.0804

Run x
DFT (wB97M-V/def2-TZVPD) results for one molecule with the formula C3H5N3.

Calculated values
Lowest unoccupied orbital energy in eV: 1.18
HOMO level in eV: -9.7
Frontier orbital gap in eV: 10.9125

Element x y z (Å)
C -1.6711 -0.3653 -0.0013
C -0.1934 -0.0534 0.0084
N 0.6844 -1.0578 0.0284
N 1.8597 -0.4557 0.0630
N 1.8522 0.8521 0.0631
C 0.5659 1.1640 0.0021
H -2.1934 0.1063 0.8386
H -2.1446 -0.0151 -0.9238
H -1.8375 -1.4488 0.0691
H 2.7435 -0.9337 0.0745
H 0.3654 2.1965 -0.2229

Stability ranking, top and bottom: run x is the most stable and run w is the least stable.

Run w
DFT (wB97M-V/def2-TZVPD) results for one molecule with the formula C3H5N3.

Calculated values
Lowest unoccupied orbital energy in eV: 0.87
HOMO level in eV: -9.7
Frontier orbital gap in eV: 10.5762

Element x y z (Å)
C 1.4055 -0.7523 -0.3803
N 0.2357 -0.0133 0.0302
C -1.0253 -0.2786 -0.3469
N -1.8661 0.4384 0.3303
C -1.0534 1.2443 1.0622
N 0.2517 0.9929 0.9415
H 2.2280 -0.0622 -0.5622
H 1.6823 -1.4746 0.3903
H 1.1612 -1.2890 -1.3034
H -1.3148 -0.9050 -1.1702
H -1.7047 2.0994 1.0085

Run x
DFT (wB97M-V/def2-TZVPD) results for one molecule with the formula C3H5N3.

Calculated values
Lowest unoccupied orbital energy (alpha / beta) in eV: 0.33 / 0.33
HOMO level (alpha / beta) in eV: -8.7 / -8.7
Frontier orbital gap (alpha / beta) in eV: 8.9957 / 8.9965

Element x y z (Å)
C -0.1369 -1.0414 0.0205
C 0.6178 0.1347 0.0725
C -1.6396 0.5032 0.0759
N -1.4097 -0.8816 0.0638
N -0.4540 1.2463 0.2319
N 1.9476 0.1427 -0.0963
H 0.5161 -1.8922 -0.1748
H -1.9870 0.6858 -0.9600
H -2.5269 0.7865 0.6916
H 2.4576 -0.6224 0.3417
H 2.6149 0.9383 -0.2670

Stability ranking, top and bottom: run w is the most stable and run x is the least stable.

Run w
DFT (wB97M-V/def2-TZVPD) results for one molecule with the formula C3H5N3.

Calculated values
Lowest unoccupied orbital energy in eV: 1.05
HOMO level in eV: -8.3
Frontier orbital gap in eV: 9.3697

Element x y z (Å)
N -0.2177 1.7385 -1.1273
C -0.1388 0.5817 -0.3627
N -1.0287 -0.3755 -0.5558
N -0.5962 -1.4139 0.2167
C 0.5299 -1.1160 0.8620
C 0.8767 0.2007 0.5982
H 0.6590 2.2118 -1.2965
H -0.7414 1.6010 -1.9847
H -1.2525 -2.1335 0.4652
H 1.0741 -1.7740 1.5287
H 0.8356 0.4791 1.6561

Run x
DFT (wB97M-V/def2-TZVPD) results for one molecule with the formula C3H5N3.

Calculated values
Lowest unoccupied orbital energy in eV: 0.96
HOMO level in eV: -9.9
Frontier orbital gap in eV: 10.8437

Element x y z (Å)
C -1.7562 0.0302 0.0795
N -0.3434 -0.1469 -0.0773
C 0.4687 0.8133 -0.1865
N 1.8522 0.4850 -0.3102
N 2.3228 -0.3862 0.9624
C 1.9348 -0.9182 -0.0896
H -2.2619 -0.6948 -0.5655
H -2.1207 1.0432 -0.1393
H -1.9942 -0.2333 1.1156
H 0.2271 1.8817 -0.2271
H 1.6514 -1.8451 -0.5627

Stability ranking, top and bottom: run w is the most stable and run x is the least stable.